Record 1
Computed, not measured: a structure of composition C37H58N3P2SSn, with ωB97M-V with the def2-TZVPD basis set.

Structure (XYZ):
```
102
Properties=species:S:1:pos:R:3:forces:R:3:mulliken_charge:R:1
Sn -0.800275 0.244171 -1.268497 -0.5 0.2 0.0 0.264
C -4.612989 3.454818 0.037735 0.0 0.0 0.0 -1.640
C -3.969464 2.137047 -0.392618 0.0 0.0 0.0 0.828
C -3.758584 2.162592 -1.907831 0.0 0.0 0.0 -1.392
P -2.363885 1.716002 0.441825 -0.1 0.0 0.0 1.138
C -2.753926 1.082939 2.140712 0.0 0.0 0.0 1.415
C -3.760233 1.840902 3.004294 0.0 0.0 0.0 -1.714
C -1.447364 0.874601 2.900133 0.0 0.0 0.0 -1.278
C -1.399632 3.221468 0.610932 0.1 0.0 -0.1 0.185
C -1.808719 4.273909 1.437208 0.0 0.1 0.0 -0.272
C -1.042132 5.405051 1.641111 0.0 0.0 0.0 0.018
C -1.520299 6.541980 2.499475 0.0 0.0 0.0 -1.794
C 0.194583 5.453120 0.992491 0.0 0.0 0.0 -1.136
C 0.629869 4.440015 0.167808 0.0 0.0 0.0 -0.324
C -0.152147 3.286602 -0.064017 -0.2 0.0 0.0 -0.141
N 0.265393 2.238242 -0.832650 -0.1 -0.1 0.2 0.103
C 1.377232 2.298743 -1.656150 0.0 0.2 -0.2 0.478
C 1.647239 3.351373 -2.542553 -0.1 0.0 0.1 -0.227
C 2.721101 3.292572 -3.405634 0.0 0.0 0.0 -0.982
C 3.569169 2.186057 -3.450390 0.0 -0.1 0.0 0.326
C 4.743236 2.138181 -4.387740 0.0 0.0 0.0 -1.675
C 3.296364 1.134917 -2.590964 0.0 0.0 0.0 -0.172
C 2.221201 1.176912 -1.701975 0.2 -0.2 0.0 -0.766
P 1.804871 -0.121508 -0.513916 0.1 -0.1 -0.1 1.215
C 2.803131 0.299478 0.997793 0.0 -0.1 -0.1 0.491
C 2.076505 1.294540 1.896616 0.0 0.0 0.0 -1.311
C 4.189287 0.848803 0.654283 0.0 0.0 0.0 -1.610
C 2.459155 -1.759259 -1.106956 0.0 0.1 0.1 2.676
C 1.949952 -2.060079 -2.515715 0.0 0.0 0.0 -1.292
C 3.950540 -2.071427 -0.978385 0.0 0.1 0.0 -1.753
H -5.571079 3.568638 -0.472663 0.0 0.0 0.0 0.513
H -3.980653 4.294529 -0.253496 0.0 0.0 0.0 0.337
H -4.795799 3.524721 1.106988 0.0 0.0 0.0 0.287
H -4.640222 1.306354 -0.144888 0.0 0.0 0.0 0.354
H -3.020400 2.920932 -2.181968 0.0 0.0 0.0 0.290
H -4.694703 2.416335 -2.407753 0.0 0.0 0.0 0.538
H -3.418486 1.203615 -2.298538 0.0 0.0 0.0 0.052
H -3.182040 0.101063 1.937830 0.0 -0.1 0.0 -0.430
H -3.384631 2.818026 3.305240 0.0 0.0 0.0 0.316
H -3.937525 1.268834 3.917532 0.0 0.0 0.0 0.480
H -4.722461 1.966264 2.511239 0.0 0.0 0.0 0.364
H -0.956251 1.829009 3.099201 0.0 0.0 0.0 0.345
H -0.759375 0.241804 2.337102 0.0 0.0 0.0 -0.308
H -1.648387 0.389279 3.857474 0.0 0.0 0.0 0.615
H -2.768562 4.210094 1.931340 0.0 0.0 0.0 0.284
H -2.277075 6.208602 3.210067 0.0 0.0 0.0 0.358
H -1.961939 7.338893 1.896886 0.0 0.0 0.0 0.322
H -0.698555 6.980225 3.066824 0.0 0.0 0.0 0.398
H 0.837804 6.313182 1.144574 0.0 0.0 0.0 0.422
H 1.602852 4.520468 -0.296298 0.0 0.0 0.0 0.538
H 0.989509 4.210729 -2.554289 0.0 0.0 0.0 0.657
H 2.902114 4.122745 -4.078620 0.0 0.0 0.0 0.377
H 4.668189 2.913172 -5.149245 0.0 0.0 0.0 0.371
H 4.805658 1.174806 -4.895420 0.0 0.0 0.0 0.356
H 5.683017 2.290824 -3.852879 0.0 0.0 0.0 0.336
H 3.942862 0.266441 -2.611806 0.0 0.0 0.0 0.239
H 2.902398 -0.656420 1.527850 0.0 0.0 0.0 0.575
H 1.891947 2.232826 1.372245 0.0 0.0 0.0 0.194
H 2.696208 1.517028 2.767502 0.0 0.0 0.0 0.519
H 1.120409 0.911052 2.244024 0.0 0.0 0.0 0.109
H 4.093638 1.816445 0.160792 0.0 0.0 0.0 0.279
H 4.770013 0.200860 0.002163 0.0 0.0 0.0 0.320
H 4.754138 0.998151 1.576763 0.0 0.0 0.0 0.503
H 1.941381 -2.438200 -0.417332 0.0 0.0 -0.1 -1.805
H 2.408593 -1.401368 -3.252970 0.0 0.0 0.0 0.384
H 0.868231 -1.947108 -2.598041 0.0 0.0 0.0 0.217
H 2.200055 -3.088918 -2.784951 0.0 0.0 0.0 0.367
H 4.565233 -1.449606 -1.627763 0.0 0.0 0.0 0.204
H 4.120968 -3.110210 -1.272231 0.0 0.0 0.0 0.504
H 4.311739 -1.954756 0.042988 0.0 0.0 0.0 0.431
C 2.348317 -5.704053 3.453508 0.0 0.0 0.0 -1.497
C 1.686615 -5.319061 2.176627 0.0 0.0 0.0 0.632
C 1.863146 -5.948269 0.977403 0.0 0.0 0.0 -1.081
C 1.161577 -5.465047 -0.145581 0.0 0.0 0.1 1.023
N 0.364716 -4.407444 -0.075058 0.0 -0.1 -0.1 0.197
C 0.215698 -3.784821 1.083793 0.0 0.0 0.1 -0.200
S -0.650910 -2.310283 1.251983 -0.1 0.1 0.0 -0.364
N 0.849712 -4.251247 2.202063 0.0 0.0 -0.2 0.127
C 1.310574 -6.112807 -1.479101 0.0 0.0 0.0 -1.405
H 2.713164 -6.725983 3.398211 0.0 0.0 0.0 0.415
H 1.657879 -5.621425 4.292945 0.0 0.0 0.0 0.414
H 3.199123 -5.047144 3.644707 0.0 0.0 0.0 0.306
H 2.510052 -6.808911 0.900678 0.0 0.0 0.0 0.495
H 0.683721 -3.769753 3.076946 0.0 0.0 0.0 0.323
H 1.530992 -7.174415 -1.388072 0.0 0.0 0.0 0.501
H 2.144335 -5.641208 -2.006281 0.0 0.0 0.0 0.226
H 0.413072 -5.957904 -2.072692 0.0 0.0 0.0 0.303
C -3.884253 -1.969117 0.468256 0.0 0.0 0.0 -1.648
C -2.842738 -2.546639 -0.480755 0.0 0.0 -0.2 2.633
C -2.832486 -4.070597 -0.330534 0.0 0.0 0.0 -2.008
C -3.262034 -2.212255 -1.920100 0.0 0.0 0.1 -1.807
C -1.432613 -1.941777 -0.297896 0.2 0.1 -0.1 -0.918
H -4.842662 -2.469483 0.315025 0.0 0.0 0.0 0.604
H -4.035145 -0.907582 0.275561 0.0 0.1 0.0 0.118
H -3.603775 -2.106044 1.515681 0.0 0.0 0.0 0.326
H -3.827272 -4.475335 -0.528655 0.0 0.0 0.0 0.592
H -2.556317 -4.371139 0.684072 0.0 0.0 0.0 0.333
H -2.130406 -4.526209 -1.028854 0.0 0.0 0.0 0.245
H -4.269457 -2.580084 -2.123023 0.0 0.0 0.0 0.485
H -2.583792 -2.667419 -2.645336 0.0 0.0 0.0 0.368
H -3.258333 -1.133719 -2.086695 -0.1 0.0 0.0 0.176
H -0.808481 -2.384944 -1.080729 0.2 -0.1 0.2 0.213
```
Positions in Å, forces in eV/Å.

Computed properties:
maximum force	0.50	eV Å⁻¹
HOMO	-0.318	Eh
2S+1	1
DFT total energy	-2903.9571	Eh
energy above the lowest of the compared OMol25 structures with the same formula, charge and spin	222.90	kJ/mol
charge	+1

---

Record 2
Computed, not measured: a structure of composition C37H58N7NaO5PSi2, with ωB97M-V with the def2-TZVPD basis set.

Structure (XYZ):
```
111
Properties=species:S:1:pos:R:3:forces:R:3:mulliken_charge:R:1
Na -0.996887 0.903558 0.357005 0.4 -2.1 0.3 0.811
N -3.586087 -1.609142 -0.827895 0.3 -0.4 -0.6 -0.450
N -4.432287 -0.567142 -0.432995 -0.3 0.3 0.5 -0.020
C -4.081287 0.715858 -0.460695 -1.1 0.0 0.0 0.250
N -5.017487 1.609458 -0.065495 0.0 0.3 0.0 -0.557
N -2.884687 1.004658 -0.958095 -0.2 -2.5 -0.4 0.157
N -2.437987 2.209658 -0.976695 -0.7 1.7 -0.9 0.653
O -3.143187 3.196258 -0.845595 -0.8 1.2 0.2 -0.887
O -1.245787 2.324158 -1.199195 1.2 0.7 -0.7 -0.547
H -4.007287 -2.487742 -0.539795 -0.2 0.3 0.0 0.457
H -2.680487 -1.536442 -0.274695 -0.1 0.0 0.2 -0.101
H -5.261887 -0.781742 0.106805 0.2 0.0 -0.2 0.313
H -5.598487 1.356458 0.721705 0.2 -0.1 0.0 0.272
H -4.646687 2.554558 0.002005 -0.1 -0.3 0.0 0.284
C -1.077987 -4.457242 -1.239395 0.4 0.4 0.5 -1.081
Si -0.156187 -3.702542 0.266405 0.2 -1.2 -0.5 0.983
C 1.706613 -4.091742 0.144605 -0.7 0.1 0.0 -1.316
C -0.856187 -4.581842 1.785005 0.2 0.3 -0.4 0.246
C -0.607087 -5.930642 2.026605 0.1 -0.1 -0.1 -0.799
C -1.189187 -6.590342 3.093705 0.0 -0.2 0.0 -0.701
C -2.034487 -5.894342 3.942005 -0.1 0.0 0.2 -0.732
C -2.267487 -4.549242 3.719305 -0.2 0.0 0.2 -0.698
C -1.697687 -3.874642 2.646805 0.0 0.6 0.0 0.463
Si -1.934187 -1.989442 2.414905 -0.3 -0.1 1.2 0.495
C -3.772487 -1.560942 2.653705 0.6 -0.1 0.0 -0.842
C -1.016087 -1.256742 3.934205 -0.3 -0.1 -0.5 -1.275
H -0.630087 -5.392342 -1.559895 0.2 -0.3 0.0 0.453
H -1.061187 -3.780042 -2.084995 0.1 0.2 -0.2 0.016
H -2.118987 -4.660842 -1.009995 -0.2 0.0 0.1 0.348
H 1.851213 -5.163742 0.225305 0.0 -0.3 0.0 0.563
H 2.261813 -3.626342 0.951205 0.0 0.2 0.2 0.197
H 2.152213 -3.775442 -0.791395 0.1 0.1 -0.3 0.293
H 0.059213 -6.474342 1.369605 0.1 -0.1 -0.1 0.294
H -0.995687 -7.643242 3.262805 0.0 0.0 0.0 0.373
H -2.507987 -6.397442 4.777505 0.0 0.0 0.0 0.378
H -2.915087 -4.001342 4.390805 -0.1 0.0 0.2 0.345
H -4.054687 -1.698042 3.690105 -0.1 -0.1 0.4 0.419
H -4.444687 -2.166742 2.053205 0.0 -0.1 -0.2 0.262
H -3.921487 -0.513642 2.422905 -0.1 0.4 -0.1 -0.029
H -1.397687 -1.640342 4.877305 -0.1 -0.2 0.1 0.395
H -1.121887 -0.175342 3.954905 0.0 0.2 -0.1 0.228
H 0.045613 -1.481942 3.895705 0.2 -0.1 -0.1 0.341
O -4.594487 2.335558 2.564905 -0.1 0.1 0.3 -0.817
C -3.404887 2.626858 2.582305 -0.3 0.0 0.2 -0.037
N -2.428287 2.055758 1.845205 -0.2 -0.7 -0.3 0.639
C -1.240587 2.610758 2.149105 -0.1 0.5 0.6 0.009
O -0.157787 2.249958 1.708305 0.9 0.6 0.4 -0.671
C -1.443987 3.722358 3.138605 -0.4 0.2 0.3 0.075
C -0.590087 4.636558 3.714505 0.0 -0.1 -0.1 -0.307
C -1.130787 5.532058 4.634005 0.1 0.1 0.1 -0.547
C -2.478287 5.497158 4.962005 -0.1 0.1 0.1 -0.479
C -3.340087 4.583558 4.360105 -0.1 -0.1 -0.1 -0.435
C -2.799887 3.704958 3.447005 0.4 0.2 0.0 -0.083
H 0.456813 4.664158 3.450505 0.1 0.0 0.0 0.516
H -0.489887 6.268758 5.103005 0.0 0.0 0.0 0.396
H -2.868887 6.195958 5.692505 0.0 0.0 0.0 0.375
H -4.395687 4.559958 4.597405 0.0 0.0 0.0 0.474
O -0.275887 -2.088042 0.352705 1.0 0.2 0.1 0.502
N -1.484687 -1.464242 0.881705 -0.5 0.4 -0.3 -0.981
C 2.782413 4.286258 -3.286095 0.2 0.1 0.1 -0.793
C 2.805213 4.221758 -1.764395 -0.1 0.1 -0.1 -0.892
C 1.976913 3.033558 -1.258295 0.0 0.1 0.0 -0.313
C 1.961913 1.867158 -2.255895 -0.2 -0.3 0.3 1.152
C 3.315413 1.823558 -2.966395 -0.2 -0.1 -0.2 -0.682
C 3.468913 3.051458 -3.878895 0.0 0.0 0.0 -1.038
P 1.161913 0.405458 -1.365095 1.1 -0.6 -0.6 -0.239
C 0.818513 -0.932042 -2.664895 -0.1 0.0 0.2 0.966
C -0.690887 -0.966742 -2.917495 -0.1 0.2 0.1 -0.469
C -1.131787 0.136058 -3.866795 -0.1 -0.3 -0.2 -0.338
C -0.426487 -0.001942 -5.211595 0.1 0.3 0.1 -1.351
C 1.084713 0.045358 -5.019095 0.0 -0.3 -0.2 -0.078
C 1.547813 -1.005242 -4.010595 0.2 0.2 0.2 -1.518
C 2.471813 -0.482542 -0.347595 -0.2 0.2 -0.2 2.275
C 2.543013 0.151558 1.043605 0.0 -0.3 0.1 -0.453
C 3.620613 -0.539042 1.868305 0.0 0.1 0.1 -0.793
C 5.014613 -0.258542 1.286605 0.0 0.0 0.0 -1.027
C 4.933413 0.089358 -0.202495 0.1 -0.2 0.0 -0.747
C 3.878613 -0.756542 -0.908595 0.0 0.1 -0.1 -0.792
H 3.285113 5.189858 -3.638795 -0.1 0.0 0.0 0.526
H 1.745713 4.341158 -3.619095 -0.1 0.0 -0.1 0.269
H 2.411313 5.149258 -1.345695 0.1 0.0 0.1 0.531
H 3.844413 4.132958 -1.436295 0.0 0.0 0.1 0.322
H 0.945313 3.328358 -1.076695 0.0 0.1 0.1 0.164
H 2.384913 2.703358 -0.305295 0.0 0.0 0.2 -0.372
H 1.193713 2.104458 -2.997795 0.0 0.0 -0.1 0.846
H 3.446013 0.927258 -3.568095 0.0 -0.1 0.0 -0.017
H 4.109213 1.838358 -2.221995 0.1 -0.1 0.1 0.495
H 3.052113 2.847058 -4.868595 0.0 -0.1 0.0 0.277
H 4.535013 3.252858 -4.017695 0.0 0.0 -0.1 0.474
H 1.062313 -1.843742 -2.105895 0.0 0.1 0.0 -0.481
H -1.225887 -0.866242 -1.976395 -0.1 -0.1 0.0 -0.305
H -0.961587 -1.932942 -3.352395 0.0 -0.1 -0.1 0.575
H -0.896887 1.100458 -3.414495 -0.1 0.2 0.0 0.045
H -2.211687 0.084858 -4.016895 -0.1 0.1 0.1 0.517
H -0.734787 0.800558 -5.890195 0.0 -0.1 0.0 0.493
H -0.704287 -0.954942 -5.674295 0.0 0.0 0.0 0.405
H 1.356913 1.041358 -4.677995 0.1 0.1 -0.1 -0.194
H 1.584613 -0.134242 -5.976795 0.1 0.1 0.0 0.433
H 2.629513 -0.943842 -3.868995 0.0 -0.1 0.0 0.410
H 1.338713 -1.996142 -4.434195 0.0 0.0 0.0 0.499
H 1.974913 -1.445642 -0.206695 -0.1 0.1 0.0 -1.692
H 1.568113 0.047158 1.518505 0.0 0.1 0.1 0.076
H 2.766713 1.215258 0.992605 -0.1 0.1 0.0 0.179
H 3.425413 -1.612642 1.866105 0.0 -0.1 0.0 0.118
H 3.572413 -0.203242 2.905005 0.0 -0.1 0.1 0.476
H 5.652413 -1.134242 1.432805 0.1 0.0 0.0 0.376
H 5.481513 0.576758 1.815605 0.0 -0.1 0.0 0.351
H 5.909313 -0.055842 -0.674695 0.0 0.1 0.0 0.565
H 4.674413 1.143258 -0.302895 0.0 0.1 -0.1 0.123
H 4.128213 -1.811742 -0.757895 0.0 -0.1 0.0 0.496
H 3.909913 -0.571642 -1.981395 0.0 -0.1 0.0 0.268
```
Positions in Å, forces in eV/Å.

Computed properties:
maximum force	2.56	eV Å⁻¹
HOMO	-0.164	Eh
2S+1	1
DFT total energy	-3286.9297	Eh
charge	-1